# 1
The following is a DFT calculation (the ωB97M-V functional and the def2-TZVPD basis) of a cluster of 2 separate species, C7H6ClNO2 in total in a non-equilibrium geometry.

```
! RIJCOSX wB97M-V def2-TZVPD def2/J DEFGRID3
* xyz 0 1
O -2.1626 0.8591 0.3959
C -0.9526 0.5729 -0.1641
O -1.3920 0.8213 3.2990
Cl -3.9211 -0.3131 2.0644
C -0.2669 1.2866 -1.1382
C 1.2048 -0.5859 -1.2882
C 0.6038 -1.2890 -0.2723
H -0.6096 2.2196 -1.5726
C -0.5407 -0.6984 0.2842
H -1.2350 -1.5661 2.1063
H 2.1357 -1.0520 -1.7735
H -1.8863 1.7086 3.5317
H 1.0089 -2.1832 -0.0918
C -2.3582 -0.0314 1.4067
C 0.7795 0.6425 -1.7360
H 1.2334 1.1318 -2.5262
N -1.4723 -1.0884 1.2768
*
```

Properties
* Kohn-Sham gap (alpha / beta): 8.36 / 8.36 eV
* HOMO level (alpha / beta): -8.3 / -8.3 eV

natural (NBO) population analysis, charges in e, atoms 1 to 4:
1. O -0.41
2. C 0.24
3. O -1.05
4. Cl 0.11

# 2
The following is a DFT calculation (the ωB97M-V functional and the def2-TZVPD basis) of a cluster of 2 separate species, C7H6F3NOS in total in a non-equilibrium geometry.

```
! RIJCOSX wB97M-V def2-TZVPD def2/J DEFGRID3
* xyz 0 1
C -0.7479 3.0305 -0.3318
H 0.2165 1.8722 -1.9687
C -0.0535 2.1616 -0.9805
H -0.8094 3.0479 0.7456
H -1.6373 -3.8649 0.0999
F 3.3819 0.3322 0.7657
C 0.5386 -1.4943 -0.0358
F 2.7264 1.1034 -1.1262
S 2.1688 -1.4439 -0.7809
F 1.0765 1.3967 1.5794
H -3.2866 -2.1787 0.8045
C -1.4090 -2.8117 0.1758
N 0.1549 -0.4416 0.5679
C -2.2819 -1.8928 0.5441
H -1.3166 3.8037 -0.8411
O -0.0945 -2.6285 -0.1938
H -2.0196 -0.8539 0.6085
C 2.3709 0.2623 -0.1288
C 1.0219 0.5998 0.4962
*
```

Properties
* Kohn-Sham gap (alpha / beta): 8.10 / 8.10 eV
* HOMO level (alpha / beta): -8.3 / -8.3 eV

natural (NBO) population analysis, charges in e, atoms 1 to 4:
1. C -0.49
2. H 0.20
3. C -0.12
4. H 0.23

# 3
The following is a DFT calculation (the ωB97M-V functional and the def2-TZVPD basis) of a structure of composition C7H6FN4 in a non-equilibrium geometry.

```
! RIJCOSX wB97M-V def2-TZVPD def2/J DEFGRID3
* xyz -1 1
C -0.6025 -0.1838 1.7677
F -1.8867 -2.2152 0.6000
H -0.5257 -1.8760 -1.2322
H 1.0857 0.7413 2.3968
H 0.8231 0.2344 -1.8710
C -2.8609 -0.1123 0.0230
C 0.5434 0.3885 1.5636
H 2.1207 1.0296 0.0722
C -0.7705 -0.9286 -0.9947
C -1.6722 -0.9226 0.1911
H -1.3597 -0.5227 -1.7851
N -3.8435 -0.1060 0.9117
N -3.1852 0.5265 -1.1247
H -1.0118 -0.3428 2.7126
C 0.4333 -0.0305 -0.9101
C 1.0193 0.5616 0.1398
N -4.7698 0.6364 0.2985
N -4.3753 1.0077 -0.8831
*
```

Properties
* Kohn-Sham gap: 8.52 eV
* HOMO level: -4.9 eV

natural (NBO) population analysis, charges in e, atoms 1 to 4:
1. C -0.15
2. F -0.37
3. H 0.22
4. H 0.19

# 4
The following is a DFT calculation (the ωB97M-V functional and the def2-TZVPD basis) of a structure of composition C7H6HgN2O3 in a non-equilibrium geometry.

```
! RIJCOSX wB97M-V def2-TZVPD def2/J DEFGRID3
* xyz 2 1
C 2.3729 2.4459 -0.1271
O -0.8343 3.9865 -3.2052
H -0.1827 -3.5417 0.3589
Hg -0.1304 1.5860 -0.7286
O 3.4446 2.8291 -0.1141
H -0.0502 -2.1959 -2.1610
N 0.1598 -0.4082 0.5259
C 0.6005 -0.7875 1.7958
N 0.0228 -2.5917 0.6805
C -0.1799 -1.5180 -0.1177
C 0.5222 -2.1502 1.9124
H 0.9247 -0.0192 2.4809
O -2.1986 3.3333 1.9836
H -1.7126 -2.0483 -1.5396
H -0.7869 -0.6121 -1.9568
H 0.7691 -2.8173 2.7321
C -1.4703 2.7911 1.3020
C -0.5633 3.3277 -2.3157
C -0.7072 -1.6093 -1.5062
*
```

Properties
* Kohn-Sham gap: 6.37 eV
* HOMO level: -16.5 eV

natural (NBO) population analysis, charges in e, atoms 1 to 4:
1. C 0.43
2. O -0.27
3. H 0.46
4. Hg 1.36

# 5
The following is a DFT calculation (the ωB97M-V functional and the def2-TZVPD basis) of a structure of composition C7H6LiO6 in a non-equilibrium geometry.

```
! RIJCOSX wB97M-V def2-TZVPD def2/J DEFGRID3
* xyz -1 1
H 1.2270 -2.8153 -1.2355
H -0.4584 -2.3352 -1.8636
C 0.0149 1.8159 0.8062
C -0.9310 2.0661 -0.2933
C -2.2938 2.1085 -0.1062
O -0.2744 -2.7634 0.1178
O -0.8762 -1.2316 1.4704
C 0.0362 -2.0846 1.2806
O -3.2158 2.1957 -0.9903
H -0.5418 2.0386 -1.3171
O 1.2144 -1.7319 1.4700
H -0.3504 1.6827 1.8334
Li 2.6070 -0.4889 0.4992
O 1.7265 -0.4581 -1.4135
O 2.4315 1.2734 0.9253
C 0.2962 -2.2519 -1.0658
H 0.0921 0.3320 -0.7358
H -2.6153 1.9794 0.9579
C 0.6384 -0.7862 -0.9635
C 1.2729 1.4550 0.6238
*
```

Properties
* Kohn-Sham gap: 5.15 eV
* HOMO level: -3.0 eV

natural (NBO) population analysis, charges in e, atoms 1 to 4:
1. H 0.18
2. H 0.21
3. C -0.40
4. C -0.55

# 6
The following is a DFT calculation (the ωB97M-V functional and the def2-TZVPD basis) of a cluster of 2 separate species, C7H6N2OS2 in total in a non-equilibrium geometry.

```
! RIJCOSX wB97M-V def2-TZVPD def2/J DEFGRID3
* xyz 0 1
O -1.7102 2.2770 -0.7140
S 0.7703 2.6778 0.2728
C 2.2980 -0.8461 -0.1310
N 5.4336 -1.5968 -0.7902
C -2.1400 0.2546 0.0860
C -2.5722 1.2684 -0.6749
H 3.7145 0.5806 0.6045
S 0.1638 -0.1953 1.4208
C -2.6339 -1.0836 0.3878
C -0.6689 1.8845 0.0329
C 4.5485 -0.9878 -0.4137
H -3.6497 -0.9913 0.7825
H -2.7163 -1.7671 -0.5775
H -3.5665 1.4479 -1.2620
C 3.4999 -0.3363 0.1554
H -2.0209 -1.5543 1.0518
N -0.9182 0.6536 0.5686
H 2.1681 -1.6859 -0.7998
*
```

Properties
* Kohn-Sham gap (alpha / beta): 7.13 / 6.31 eV
* HOMO level (alpha / beta): -8.5 / -8.5 eV

natural (NBO) population analysis, charges in e, atoms 1 to 4:
1. O -0.40
2. S -0.11
3. C 0.00
4. N -0.29

# 7
The following is a DFT calculation (the ωB97M-V functional and the def2-TZVPD basis) of a cluster of 2 separate species, C7H6N4O2 in total in a non-equilibrium geometry.

```
! RIJCOSX wB97M-V def2-TZVPD def2/J DEFGRID3
* xyz 0 1
N 0.4255 -1.2677 1.5418
C 0.5550 0.4128 0.0951
O -2.0890 2.5672 1.1145
H 3.5563 2.0829 -0.7612
H 0.6495 2.3830 -0.3674
C 1.1983 -0.2740 1.1746
C 2.8866 1.1148 1.1149
H -2.1746 -2.1901 1.9404
N 2.1012 0.4832 1.8591
H -2.5878 -1.3693 0.4105
N -0.6318 -1.1626 0.7888
H 1.3017 1.3775 -1.6001
H -1.6472 -3.0787 0.5898
C -1.8149 -2.0137 0.8499
C -2.7372 1.8194 0.5731
N -0.5838 -0.2178 -0.1390
O -3.4011 1.1093 -0.0130
C 1.2819 1.5993 -0.5961
C 2.7508 1.5803 -0.1521
*
```

Properties
* Kohn-Sham gap (alpha / beta): 7.91 / 7.91 eV
* HOMO level (alpha / beta): -8.5 / -8.5 eV
* SMILES: Cn1nc2c(n1)N=C=CC2.O=C=O

natural (NBO) population analysis, charges in e, atoms 1 to 4:
1. N -0.22
2. C 0.12
3. O -0.51
4. H 0.24

# 8
The following is a DFT calculation (the ωB97M-V functional and the def2-TZVPD basis) of a cluster of 2 separate species, C7H6N4O3 in total in a non-equilibrium geometry.

```
! RIJCOSX wB97M-V def2-TZVPD def2/J DEFGRID3
* xyz 0 1
C 1.5249 1.4533 1.2276
N -2.2488 -2.8255 -0.5998
H -0.6929 1.1012 -1.6746
H -1.1431 0.6883 2.0764
H -0.0258 -0.4318 -1.9617
O 1.5720 -0.9321 1.1572
O 2.9477 -0.5993 -1.1826
H -1.6747 -0.3892 -1.5783
N 1.8699 2.4848 1.6372
N 2.2553 0.3291 -1.0422
C -0.6187 0.0767 -1.3109
H -1.4166 1.8753 0.7762
N 0.6260 -1.9178 1.0916
C -0.3792 -0.0173 0.2262
C 1.0454 0.2237 0.6947
C -0.4792 -1.4297 0.6077
C -1.4798 -2.1930 -0.0145
C -1.4081 0.8090 0.9724
O 2.0756 1.3570 -1.6152
H -2.3500 0.3371 0.5128
*
```

Properties
* Kohn-Sham gap (alpha / beta): 8.04 / 8.04 eV
* HOMO level (alpha / beta): -9.6 / -9.6 eV

natural (NBO) population analysis, charges in e, atoms 1 to 4:
1. C 0.20
2. N -0.22
3. H 0.24
4. H 0.23